Model A:
# C4H6N4

An isolated molecule of C4H6N4 (wB97M-V/def2-TZVPD, the Open Molecules 2025 dataset).

```
14
Properties=species:S:1:pos:R:3
N -1.175 1.163 -2.209
N 2.798 -0.003 0.317
N -0.220 -1.495 1.465
N 1.084 -1.257 1.463
C -1.412 1.140 -0.824
C 1.969 -0.348 1.158
C -1.233 -0.981 0.696
C -1.416 0.064 -0.086
H -0.732 2.014 -2.526
H 3.359 0.827 0.491
H -1.755 2.090 -0.428
H -2.089 -1.632 0.880
H 1.500 -1.921 2.126
H -0.678 0.340 -2.524
```

Orbital gap (spin up / spin down), eV: 7.162 / 6.941
E_HOMO (spin up / spin down), eV: -7.204 / -7.081
Charge: 0

=====

Model B:
# C4H6N4

An isolated molecule of C4H6N4 (wB97M-V/def2-TZVPD, the Open Molecules 2025 dataset).

```
14
Properties=species:S:1:pos:R:3
N -2.422 -0.573 0.355
N 1.764 -0.125 -0.387
N -0.442 0.769 0.907
N 0.199 1.601 -0.103
C 1.422 1.105 -0.404
C -1.050 -0.525 0.270
C 1.111 -1.188 -0.393
C -0.186 -1.563 -0.197
H 1.619 -2.093 -0.694
H -0.011 2.544 -0.240
H -1.587 1.158 0.952
H -0.828 -2.346 -0.588
H -3.035 0.304 0.302
H 2.367 1.749 -0.795
```

Orbital gap, eV: 7.828
SMILES: [H]/N=C1/C=CN=CNN1
E_HOMO, eV: -8.161
Charge: 0

=====

Last place for stability: model A

=====

Model A:
# C4H8IN2

The ion C4H8IN2 with charge +1 (wB97M-V/def2-TZVPD, the Open Molecules 2025 dataset).

```
15
Properties=species:S:1:pos:R:3
I 2.220 0.587 0.279
N -0.075 -1.255 0.325
N 2.737 -1.071 -0.540
C -0.200 -0.105 0.680
C 0.661 -2.241 0.097
C -1.040 0.988 0.785
C -1.546 1.566 -0.549
H 1.141 -2.740 1.018
H 2.783 -0.960 -1.596
H -0.766 2.377 -0.776
H -1.799 0.919 -1.327
H -0.739 1.851 1.321
H -1.808 0.547 1.551
H 0.837 -2.674 -0.839
H -2.407 2.210 -0.429
```

Orbital gap (spin up / spin down), eV: 8.098 / 8.097
E_HOMO (spin up / spin down), eV: -13.465 / -13.464
Charge: +1

=====

Model B:
# C4H8IN2

The ion C4H8IN2 with charge +1 (wB97M-V/def2-TZVPD, the Open Molecules 2025 dataset).

```
15
Properties=species:S:1:pos:R:3
I 2.622 -0.075 0.025
N -0.385 -1.599 0.262
N -0.374 0.614 0.978
C -0.962 -1.409 -0.890
C -0.091 -0.723 1.178
C 0.035 1.513 -0.148
C 1.176 1.114 -0.846
H 1.210 1.086 -1.903
H 0.133 2.526 0.127
H -1.050 -0.280 -1.049
H -0.203 -2.464 0.663
H -1.038 -2.153 -1.713
H -0.878 1.700 -0.731
H 0.188 -1.066 2.201
H -0.383 1.215 1.846
```

Orbital gap (spin up / spin down), eV: 8.171 / 6.801
E_HOMO (spin up / spin down), eV: -12.533 / -12.125
Charge: +1

=====

Last place for stability: model A

=====

Model A:
# C4H5O2S

A cluster of 2 separate species, C4H5O2S in total (wB97M-V/def2-TZVPD, the Open Molecules 2025 dataset).

```
12
Properties=species:S:1:pos:R:3
S 2.239 -0.229 -0.676
O 1.827 -1.564 -0.071
O 3.603 0.135 -0.343
C 1.320 1.067 0.231
C -1.119 -0.529 0.297
C 0.774 1.994 0.743
C -2.135 -0.848 -0.492
H -0.037 2.609 0.949
H -2.485 -0.035 -1.178
H -0.775 0.478 0.266
H -2.595 -1.818 -0.574
H -0.617 -1.261 0.848
```

Orbital gap, eV: 7.554
E_HOMO, eV: -3.698
Charge: -1

=====

Model B:
# C4H5O2S

The ion C4H5O2S with charge -1 (wB97M-V/def2-TZVPD, the Open Molecules 2025 dataset).

```
12
Properties=species:S:1:pos:R:3
S 0.795 2.262 -0.965
O 1.862 2.000 -1.965
O -0.481 2.712 -1.586
C 0.219 -1.486 -0.256
C -0.575 -1.065 0.997
C -0.411 0.413 0.846
C 0.279 0.617 -0.274
H -0.807 1.162 1.530
H -0.143 -1.468 1.925
H -0.330 -1.883 -1.091
H 1.212 -1.872 -0.114
H -1.621 -1.393 0.953
```

Orbital gap, eV: 6.968
E_HOMO, eV: -3.104
Charge: -1

=====

Last place for stability: model A

=====

Model A:
# C20H31N3O4S

An isolated molecule of C20H31N3O4S (wB97M-V/def2-TZVPD, the Open Molecules 2025 dataset).

```
59
Properties=species:S:1:pos:R:3
S -6.307 -0.400 -0.547
O 4.605 1.100 2.193
O -0.993 1.922 -0.620
O -7.224 0.620 -0.942
O -6.273 -1.634 -1.265
N -4.784 0.254 -0.636
N 5.119 0.152 0.210
N -6.486 -0.712 1.102
C 6.744 -1.612 0.703
C 2.873 1.000 0.585
C 4.268 0.753 1.074
C -3.339 2.197 -0.448
C -2.155 1.284 -0.126
C 5.404 0.299 -2.233
C 6.447 -2.248 -0.652
C -6.509 -2.105 1.485
C 4.726 -0.420 -1.064
C 5.011 -1.931 -1.060
C -4.641 1.542 0.004
C 0.505 0.578 0.780
C -7.439 0.116 1.804
C 1.308 2.260 -0.734
C -2.386 -0.079 -0.790
C 6.479 -0.111 0.635
C 1.812 0.317 1.158
C 0.239 1.555 -0.173
C 2.605 1.987 -0.360
C -3.714 -0.663 -0.319
H -1.573 -0.768 -0.557
H 3.645 -0.279 -1.167
H 5.222 1.368 -2.167
H -7.526 -2.511 1.482
H -2.416 0.067 -1.871
H -3.936 -1.595 -0.838
H 7.781 -1.787 0.991
H -0.290 0.017 1.246
H 6.581 -3.330 -0.599
H -6.086 -2.210 2.486
H -5.911 -2.662 0.770
H 2.008 -0.433 1.910
H 4.330 -2.406 -0.350
H 7.176 0.363 -0.064
H -5.501 2.140 -0.296
H -7.112 0.245 2.837
H -3.211 3.159 0.048
H 6.477 0.133 -2.240
H 3.418 2.549 -0.794
H 4.994 -0.064 -3.172
H -4.644 1.431 1.099
H -3.677 -0.853 0.765
H 4.799 -2.335 -2.051
H -3.365 2.363 -1.525
H -2.083 1.164 0.966
H 6.600 0.350 1.618
H -7.480 1.080 1.307
H 6.099 -2.054 1.465
H 1.086 3.025 -1.461
H -8.443 -0.324 1.798
H 7.144 -1.865 -1.399
```

Orbital gap, eV: 9.166
SMILES: C[C@H]1CCCCN1C(=O)c1ccc(OC2CCN(S(=O)(=O)N(C)C)CC2)cc1
E_HOMO, eV: -8.573
Charge: 0

=====

Model B:
# C20H31N3O4S

An isolated molecule of C20H31N3O4S (wB97M-V/def2-TZVPD, the Open Molecules 2025 dataset).

```
59
Properties=species:S:1:pos:R:3
S -3.862 -0.597 1.322
O -4.956 -0.203 0.656
O 0.816 -2.181 0.581
O 4.533 3.107 -0.840
O -3.982 -1.659 2.293
N -2.835 0.648 1.721
N -0.863 -3.302 -0.363
N -0.325 1.728 0.835
C 2.448 -3.357 -1.446
C -2.817 -1.717 -0.011
C 2.829 -1.146 -2.491
C 3.237 1.710 0.066
C 0.964 -3.307 -1.960
C 3.092 -1.777 -1.178
C -2.876 1.773 0.580
C 4.872 4.470 -1.293
C -1.582 1.927 -0.024
C 2.153 3.967 -0.558
C 0.295 -2.907 -0.436
C -0.518 0.507 1.728
C 1.093 3.450 0.024
C 0.676 -2.237 -2.729
C 1.414 -0.834 -2.459
C 3.321 2.954 -0.395
C 0.974 2.207 0.692
C -1.930 0.592 2.652
C -2.021 -2.690 0.432
C 1.961 1.292 0.500
H 0.611 -4.228 -1.774
H -3.825 1.511 -0.095
H 1.038 -0.064 -3.345
H -2.119 -0.311 3.250
H -3.011 2.672 1.385
H 2.008 0.126 0.961
H -1.944 1.368 3.171
H 3.285 -1.596 -3.374
H 0.451 0.636 2.592
H -2.472 -0.946 -0.597
H 3.272 0.055 -2.206
H 1.070 -2.571 -3.856
H 4.027 1.062 0.272
H 4.350 -2.139 -0.939
H -1.445 0.858 -0.520
H 3.142 -3.880 -2.316
H -0.388 -2.231 -3.027
H 2.351 4.852 -0.968
H 4.387 4.680 -2.266
H 2.699 -1.472 -0.472
H -1.378 -2.260 1.382
H -1.365 2.554 -0.606
H -0.352 -0.401 1.232
H 4.676 5.214 -0.679
H -1.172 -3.812 -1.077
H 0.288 3.888 0.047
H -2.631 -3.424 0.957
H -3.598 -2.055 -0.843
H 0.900 -0.499 -1.619
H 2.750 -3.964 -0.583
H 5.805 4.483 -1.592
```

Orbital gap, eV: 7.440
SMILES: COc1ccc(N2CCN(S(=O)(=O)CCNC(=O)C3CCCCC3)CC2)cc1
E_HOMO, eV: -6.924
Charge: 0

=====

Last place for stability: model B